Entry 1:
Entry from the Open Molecules 2025 dataset: an isolated ion of composition C4H6BrN2 and charge +1 in a non-equilibrium geometry (the ωB97M-V functional and the def2-TZVPD basis).

Geometry (Å):
H (-1.38, 2.66, 0.08)
C (-0.30, 0.87, -0.14)
H (1.25, 0.00, -1.58)
H (1.69, -1.39, 0.43)
Br (-0.32, -1.75, 2.88)
N (-0.80, 2.00, -0.56)
C (-0.07, -0.78, 1.34)
H (-0.29, -0.58, -1.57)
H (0.19, -2.19, 0.02)
C (0.75, -1.21, 0.22)
H (-0.59, 2.23, -1.48)
N (-0.60, 0.37, 1.23)
C (0.47, -0.22, -0.88)

Results
* 2S+1: 1
* E_HOMO: -14.83 eV
* energy above the lowest of the compared OMol25 structures with the same formula, charge and spin: 64.7 kJ/mol
* largest force on an atom: 0.1243 Eh/bohr
* charge: +1

These are the natural (NBO) partial charges, in e, on atoms 1 to 6: number 1, H, carries 0.478; number 2, C, carries 0.590; number 3, H, carries 0.288; number 4, H, carries 0.264; number 5, Br, carries 0.255; number 6, N, carries -0.657

Entry 2:
Entry from the Open Molecules 2025 dataset: one molecule with the formula CH4N2 in a non-equilibrium geometry (the ωB97M-V functional and the def2-TZVPD basis).

Geometry (Å):
C (1.08, -0.01, -0.07)
H (-1.90, -0.65, 0.09)
N (0.06, -0.76, -0.05)
H (-1.23, 0.87, 0.29)
H (2.05, -0.52, 0.03)
H (1.08, 1.10, -0.14)
N (-1.14, -0.04, -0.15)

Results
* 2S+1: 1
* E_HOMO: -9.10 eV
* energy above the lowest of the compared OMol25 structures with the same formula, charge and spin: 227.7 kJ/mol
* largest force on an atom: 0.0387 Eh/bohr
* charge: 0

These are the natural (NBO) partial charges, in e, on atoms 1 to 6: number 1, C, carries -0.161; number 2, H, carries 0.364; number 3, N, carries -0.212; number 4, H, carries 0.349; number 5, H, carries 0.182; number 6, H, carries 0.152

Entry 3:
Entry from the Open Molecules 2025 dataset: a 2-piece molecular cluster, C5H16N2O overall in a non-equilibrium geometry (the ωB97M-V functional and the def2-TZVPD basis).

Geometry (Å):
H (2.39, 0.28, 1.03)
C (-1.75, -1.04, -1.27)
H (0.71, -0.69, -1.47)
H (2.32, -2.46, 0.34)
H (-2.68, -0.86, -1.90)
H (-1.03, -1.02, -2.15)
H (-1.81, -2.06, -0.84)
H (-0.11, 4.24, 1.51)
N (-1.28, -0.07, -0.25)
H (-0.03, -0.01, 1.27)
H (2.35, -2.36, -1.29)
C (-2.44, 0.03, 0.72)
H (-3.39, 0.24, 0.19)
H (0.92, 5.01, 0.67)
H (-2.31, 1.05, 1.24)
H (-2.60, -0.71, 1.50)
C (1.16, -0.80, -0.47)
C (-0.16, -0.65, 0.41)
O (0.85, 4.54, 1.49)
H (2.04, 1.14, -0.62)
H (-0.39, -1.71, 0.82)
N (1.71, -2.15, -0.38)
H (3.20, -0.11, -0.47)
C (2.32, 0.19, -0.05)

Results
* 2S+1: 1
* E_HOMO: -8.82 eV
* energy above the lowest of the compared OMol25 structures with the same formula, charge and spin: 252.9 kJ/mol
* largest force on an atom: 0.1022 Eh/bohr
* charge: 0

These are the natural (NBO) partial charges, in e, on atoms 1 to 6: number 1, H, carries 0.211; number 2, C, carries -0.446; number 3, H, carries 0.202; number 4, H, carries 0.364; number 5, H, carries 0.211; number 6, H, carries 0.193

Entry 4:
Entry from the Open Molecules 2025 dataset: one molecule with the formula CH4N4S in a non-equilibrium geometry (the ωB97M-V functional and the def2-TZVPD basis).

Geometry (Å):
N (1.94, -0.54, -2.22)
C (-1.03, 0.68, 1.85)
S (-0.08, 0.71, 0.33)
N (-0.51, -0.84, -0.08)
N (0.15, -1.27, -1.02)
H (2.03, -0.06, -3.14)
H (-1.45, 1.74, 2.02)
N (0.79, -0.67, -1.88)
H (-1.64, -0.12, 1.63)
H (-0.19, 0.35, 2.51)

Results
* 2S+1: 1
* E_HOMO: -8.33 eV
* energy above the lowest of the compared OMol25 structures with the same formula, charge and spin: 358.4 kJ/mol
* largest force on an atom: 0.0902 Eh/bohr
* charge: 0

These are the natural (NBO) partial charges, in e, on atoms 1 to 6: number 1, N, carries -0.351; number 2, C, carries -0.740; number 3, S, carries 0.356; number 4, N, carries -0.365; number 5, N, carries 0.021; number 6, H, carries 0.336

Entry 5:
Entry from the Open Molecules 2025 dataset: one molecule with the formula C4H6NO2P in a non-equilibrium geometry (the ωB97M-V functional and the def2-TZVPD basis).

Geometry (Å):
O (-0.47, -2.10, -0.17)
C (0.27, 1.36, 0.29)
H (3.07, 0.98, -0.92)
H (2.26, -0.02, -1.65)
P (1.62, -0.35, 0.34)
H (-2.73, -0.06, 1.04)
N (2.84, 0.00, -0.84)
H (0.59, 2.44, 0.21)
C (-1.76, -0.21, 0.63)
C (-1.53, -1.48, 0.26)
H (-2.15, -2.33, 0.56)
O (0.62, -1.30, -0.77)
C (-0.98, 1.09, 0.42)
H (-1.65, 1.99, 0.61)

Results
* 2S+1: 1
* E_HOMO: -8.63 eV
* energy above the lowest of the compared OMol25 structures with the same formula, charge and spin: 551.2 kJ/mol
* largest force on an atom: 0.0836 Eh/bohr
* charge: 0

These are the natural (NBO) partial charges, in e, on atoms 1 to 6: number 1, O, carries -0.217; number 2, C, carries -0.457; number 3, H, carries 0.391; number 4, H, carries 0.377; number 5, P, carries 1.174; number 6, H, carries 0.222

Entry 6:
Entry from the Open Molecules 2025 dataset: one molecule with the formula C5H12O in a non-equilibrium geometry (the ωB97M-V functional and the def2-TZVPD basis).

Geometry (Å):
H (-1.28, -1.26, 0.17)
C (-0.48, 1.34, 1.99)
H (0.76, -2.16, -0.73)
H (0.18, 1.35, 0.07)
H (0.62, 1.38, 2.18)
C (-0.27, -0.70, 0.43)
H (-0.99, -0.61, -1.66)
C (0.88, -1.07, -0.50)
H (0.02, -1.12, 1.41)
H (1.63, -0.59, -2.52)
O (-0.49, -0.84, -2.47)
H (-0.91, 0.66, 2.73)
C (-0.58, 0.79, 0.53)
H (0.64, 0.71, -1.82)
H (-0.83, 2.32, 2.05)
C (0.73, -0.36, -1.91)
H (1.86, -0.97, 0.01)
H (-1.49, 1.14, 0.05)

Results
* 2S+1: 1
* E_HOMO: -10.15 eV
* energy above the lowest of the compared OMol25 structures with the same formula, charge and spin: 127.0 kJ/mol
* largest force on an atom: 0.0542 Eh/bohr
* charge: 0

These are the natural (NBO) partial charges, in e, on atoms 1 to 6: number 1, H, carries 0.200; number 2, C, carries -0.588; number 3, H, carries 0.218; number 4, H, carries 0.196; number 5, H, carries 0.196; number 6, C, carries -0.432

Entry 7:
Entry from the Open Molecules 2025 dataset: one molecule with the formula C3H6N4O in a non-equilibrium geometry (the ωB97M-V functional and the def2-TZVPD basis).

Geometry (Å):
H (-2.12, -1.61, -0.16)
H (-2.65, 1.41, 0.00)
C (2.24, -0.48, 0.08)
C (-1.04, 0.49, 0.03)
N (-2.25, 0.40, -0.03)
N (0.92, -1.06, -0.14)
H (-0.57, 2.58, -0.17)
N (-1.04, -1.93, -0.12)
H (0.71, 1.69, -0.13)
N (-0.29, 1.68, 0.03)
C (-0.52, -0.80, 0.00)
H (3.00, -1.15, 0.56)
O (2.58, 0.74, -0.19)
H (1.04, -1.95, 0.24)

Results
* 2S+1: 1
* E_HOMO: -9.77 eV
* energy above the lowest of the compared OMol25 structures with the same formula, charge and spin: 270.0 kJ/mol
* largest force on an atom: 0.1454 Eh/bohr
* charge: 0

These are the natural (NBO) partial charges, in e, on atoms 1 to 6: number 1, H, carries 0.380; number 2, H, carries 0.338; number 3, C, carries 0.519; number 4, C, carries 0.334; number 5, N, carries -0.628; number 6, N, carries -0.646

Entry 8:
Entry from the Open Molecules 2025 dataset: C19H58B3FO16 as an isolated structure in a non-equilibrium geometry (the ωB97M-V functional and the def2-TZVPD basis).

Geometry (Å):
O (-2.05, -3.39, -0.89)
C (0.95, 2.07, -1.40)
H (3.62, 4.06, 2.49)
H (-0.57, -8.33, 3.62)
C (-0.22, 1.96, -0.65)
H (1.66, 2.86, -1.18)
H (-9.44, -2.25, -1.39)
H (-7.08, -1.13, -3.98)
C (-0.59, -3.09, -5.90)
O (7.70, 4.76, 4.29)
O (-1.45, -2.28, -2.90)
H (-2.60, -3.32, -8.97)
C (2.36, 6.41, -2.69)
H (2.12, 6.70, 0.85)
H (1.35, -3.40, 3.14)
C (-1.29, 3.81, 3.67)
C (-0.59, -5.84, 0.99)
F (-3.22, -2.15, 0.71)
H (5.74, 1.59, 4.44)
H (-1.15, -2.17, -6.10)
H (-1.05, -3.59, -5.05)
H (0.50, -0.57, -3.49)
C (-0.89, 0.02, -1.95)
H (2.08, -3.97, 4.66)
C (5.40, 2.59, 4.74)
H (-2.04, 0.86, -0.34)
B (-2.80, -2.28, -0.55)
H (0.46, -4.50, 4.21)
H (-8.62, -2.58, 0.78)
H (1.28, -6.96, 4.10)
O (-2.47, -5.09, -8.01)
H (-0.65, -3.75, -6.77)
H (-1.80, 3.86, 2.71)
H (-1.04, -6.76, 4.31)
H (-0.13, -6.80, 1.20)
H (3.13, 4.38, 0.81)
C (-3.20, -4.22, -8.85)
O (1.94, -5.40, 3.15)
H (3.64, 6.27, -1.22)
H (-0.94, -8.19, 5.35)
C (-0.48, -7.68, 4.50)
H (5.52, 3.27, 3.90)
B (-1.85, -1.15, -2.19)
H (3.35, 2.71, 1.36)
C (-6.34, -1.01, -3.19)
C (-1.13, 0.95, -0.93)
O (4.05, 7.10, 1.38)
H (-0.02, -5.33, 0.22)
H (7.67, 6.43, 5.56)
O (0.76, -2.80, -5.54)
H (3.93, 1.96, 5.84)
O (-8.51, -2.09, -1.25)
H (-4.16, -3.94, -8.41)
O (0.87, -7.42, 4.84)
C (7.06, 5.93, 4.80)
C (3.01, 3.71, 1.65)
O (3.15, 5.65, -1.78)
O (1.63, 3.69, 2.00)
H (6.13, 5.60, 5.27)
B (-1.22, -3.29, -2.01)
H (2.81, -5.20, 2.81)
H (-6.46, -1.83, -2.48)
C (-8.31, -1.76, 0.12)
H (-0.35, -4.09, -2.14)
H (-2.98, -5.89, -7.89)
O (-0.49, 2.63, 3.78)
H (2.69, 8.31, 0.37)
C (1.44, -4.25, 3.83)
O (-1.92, -6.09, 0.56)
H (6.01, 2.95, 5.57)
H (-0.57, -5.24, 1.91)
H (-1.07, 1.87, 3.71)
H (-0.62, 4.65, 3.75)
O (-3.06, -1.31, -1.49)
H (1.82, 5.70, -3.31)
H (6.82, 6.63, 4.01)
H (-6.52, -0.06, -2.68)
O (-5.06, -1.04, -3.81)
H (2.28, 7.99, 2.07)
H (2.98, 7.03, -3.34)
C (0.29, 0.14, -2.70)
H (1.17, -2.36, -6.29)
H (-2.03, 3.87, 4.47)
H (-7.25, -1.58, 0.26)
H (8.52, 5.03, 3.87)
C (2.71, 7.56, 1.16)
H (1.50, 3.10, 2.75)
H (4.57, 7.86, 1.66)
C (1.20, 1.16, -2.43)
H (1.64, 7.05, -2.17)
H (2.11, 1.24, -3.00)
H (-4.41, -0.94, -3.11)
O (4.02, 2.57, 5.10)
H (-2.33, -5.24, 0.38)
H (-8.85, -0.85, 0.40)
H (-0.41, 2.63, 0.18)
H (-3.37, -4.65, -9.84)

Results
* 2S+1: 1
* E_HOMO: -9.48 eV
* largest force on an atom: 0.0209 Eh/bohr
* charge: 0

These are the Mulliken partial charges, in e, on atoms 1 to 6: number 1, O, carries 0.002; number 2, C, carries -0.446; number 3, H, carries 0.213; number 4, H, carries 0.215; number 5, C, carries -0.688; number 6, H, carries 0.549